{"formula": "C13H18BrN2O4Re", "method": "the ωB97M-V functional and the def2-TZVPD basis", "orbital_gap_ev": [7.47, 7.14], "charge": 1, "e_homo_ev": [-10.77, -10.47], "spin_multiplicity": 2, "relative_energy_kj_mol": 56.6, "elements": ["Re", "Br", "C", "C", "C", "C", "C", "N", "C", "O", "O", "H", "H", "H", "C", "O", "C", "C", "H", "H", "H", "H", "H", "H", "C", "N", "C", "C", "C", "O", "H", "H", "H", "H", "H", "H", "H", "H", "H"], "positions_angstrom": [[0.2907, 0.1663, 0.0774], [2.0140, -0.1842, -2.1588], [3.1375, -0.1370, -0.6067], [4.5055, -0.0794, -0.4769], [4.9860, -0.0299, 0.8362], [4.1235, -0.0482, 1.9322], [2.7669, -0.1031, 1.6806], [2.3335, -0.1334, 0.4297], [1.5939, -0.1168, 2.6521], [1.7622, -0.1554, 3.8355], [0.3873, -0.0807, 2.0533], [5.1665, -0.0706, -1.3304], [6.0541, 0.0241, 0.9976], [4.4856, -0.0269, 2.9503], [-3.6092, 1.5968, -1.0099], [-2.1968, 1.4366, -0.7832], [-1.6719, 0.3516, -0.1900], [-2.6223, -0.7246, 0.2741], [-4.0056, 0.7861, -1.6177], [-3.7077, 2.5321, -1.5522], [-4.1467, 1.6652, -0.0653], [-3.6727, -0.5525, 0.0575], [-2.4993, -0.8451, 1.3535], [-2.3314, -1.6773, -0.1743], [0.2621, 3.9706, -1.9958], [0.0488, 4.1245, -0.5516], [-0.4158, 5.4102, -0.0223], [0.3114, 3.0951, 0.2205], [0.0156, 3.1203, 1.6824], [0.8177, 2.0570, -0.3271], [-0.0126, 4.8942, -2.4934], [-0.3499, 3.1525, -2.3722], [1.3053, 3.7407, -2.2048], [-0.4421, 6.1270, -0.8357], [0.2637, 5.7885, 0.7383], [-1.4167, 5.3246, 0.3983], [-0.0330, 4.1210, 2.0981], [0.7674, 2.5412, 2.2114], [-0.9434, 2.6208, 1.8429]], "forces_ev_per_angstrom": [[-0.9, -0.5, 0.3], [0.4, 0.0, -0.2], [0.0, 0.1, -0.1], [0.0, -0.1, 0.1], [0.0, 0.0, 0.0], [0.0, -0.1, 0.0], [-0.1, 0.0, 0.0], [0.2, 0.1, -0.1], [-0.1, 0.0, 0.0], [0.0, 0.0, 0.0], [0.2, -0.2, 0.1], [0.0, 0.0, 0.0], [0.0, 0.0, 0.0], [0.0, 0.0, 0.0], [0.1, 0.0, 0.0], [-0.1, 0.0, 0.0], [0.5, 0.1, 0.1], [0.1, 0.0, 0.0], [0.0, 0.0, 0.0], [0.0, 0.0, 0.0], [0.0, 0.0, 0.0], [0.0, 0.0, 0.0], [0.0, 0.0, 0.0], [0.0, 0.0, 0.0], [0.0, 0.0, 0.0], [0.2, 0.1, -0.1], [0.0, 0.0, 0.0], [-0.2, 0.1, 0.0], [0.0, -0.1, 0.0], [0.0, 0.5, -0.2], [0.0, 0.0, 0.0], [0.0, 0.0, 0.0], [0.0, 0.0, 0.0], [0.0, 0.0, 0.0], [0.0, 0.0, 0.0], [0.0, 0.0, 0.0], [0.0, 0.0, 0.0], [0.0, 0.0, 0.0], [0.0, 0.0, 0.0]], "nbo_charge": [1.0957, 0.1843, 0.1694, -0.2440, -0.1385, -0.1804, 0.0909, -0.5096, 0.7430, -0.5214, -0.7238, 0.2575, 0.2453, 0.2618, -0.2698, -0.5139, 0.1916, -0.7508, 0.1951, 0.2063, 0.1924, 0.2303, 0.2566, 0.2474, -0.4142, -0.3496, -0.4151, 0.7346, -0.7170, -0.6728, 0.2199, 0.2285, 0.2248, 0.2301, 0.2215, 0.2207, 0.2445, 0.2560, 0.2730]}



{"formula": "C13H18Cl24N2O3S", "method": "the ωB97M-V functional and the def2-TZVPD basis", "orbital_gap_ev": 9.12, "e_homo_ev": -9.06, "spin_multiplicity": 1, "elements": ["C", "C", "O", "N", "C", "C", "O", "C", "N", "S", "O", "C", "C", "H", "H", "H", "H", "H", "H", "H", "H", "H", "H", "H", "H", "H", "H", "H", "H", "H", "H", "Cl", "C", "Cl", "Cl", "Cl", "Cl", "C", "Cl", "Cl", "Cl", "Cl", "C", "Cl", "Cl", "Cl", "Cl", "C", "Cl", "Cl", "Cl", "Cl", "C", "Cl", "Cl", "Cl", "Cl", "C", "Cl", "Cl", "Cl"], "positions_angstrom": [[3.5254, -2.8331, 0.3658], [3.2097, -2.5777, -1.1517], [1.8364, -2.8875, -1.4239], [1.3501, -2.1245, -2.4728], [-0.0178, -1.6466, -2.2207], [0.0870, -0.1770, -1.6850], [1.2397, -0.0399, -0.8304], [1.3355, 1.2655, -0.2939], [2.7821, 1.5313, -0.1780], [0.5506, 1.2161, 1.4147], [-0.8436, -2.5339, -1.4923], [-0.8451, -2.3002, -0.0836], [-2.0945, -1.4577, 0.4199], [3.4787, -3.9180, 0.6209], [2.8721, -2.2223, 1.0302], [4.5785, -2.5093, 0.5634], [3.4289, -1.5081, -1.3894], [3.8281, -3.2613, -1.7895], [1.2766, -2.7637, -3.2722], [-0.4859, -1.5576, -3.2356], [0.3117, 0.4614, -2.5848], [-0.8407, 0.2369, -1.2410], [0.8940, 2.0578, -0.9371], [2.9249, 2.3840, 0.3644], [3.1519, 0.7791, 0.4089], [0.8390, -0.0823, 1.8016], [-0.9847, -3.2982, 0.3943], [0.1194, -1.9239, 0.3286], [-1.8283, -0.4133, 0.6783], [-2.5558, -1.9635, 1.3002], [-2.8306, -1.5075, -0.4226], [-1.9129, -5.1784, -1.0067], [-3.6752, -5.1294, -1.1647], [-4.3852, -4.4680, 0.3199], [-4.1159, -4.0987, -2.5386], [-4.2951, -6.7695, -1.4341], [-0.0900, 4.1365, 0.7176], [-0.1692, 5.5315, 1.8093], [1.1181, 5.4073, 3.0217], [0.0386, 7.0247, 0.8760], [-1.7452, 5.5520, 2.6181], [-3.5138, 1.0484, -2.5694], [-3.5838, 2.4437, -1.4758], [-2.2996, 2.3081, -0.2609], [-3.3583, 3.9341, -2.4087], [-5.1611, 2.4825, -0.6680], [3.4530, -5.8516, 2.4024], [5.1007, -6.0552, 3.0240], [5.0864, -5.9175, 4.7912], [5.7139, -7.6522, 2.5605], [6.1495, -4.7990, 2.3420], [-5.4716, 6.1125, 6.9289], [-4.0572, 5.9381, 5.8752], [-3.2465, 7.5054, 5.7077], [-2.9333, 4.7637, 6.5815], [-4.5769, 5.3694, 4.2780], [-1.3094, 4.6787, -5.2817], [0.3271, 4.3872, -4.6630], [0.3273, 4.5256, -2.8949], [0.8536, 2.7592, -5.1268], [1.4386, 5.5858, -5.3476]], "forces_ev_per_angstrom": [[0.3, 0.0, -0.7], [0.6, 0.0, 0.7], [0.4, -0.1, 1.2], [-0.7, -0.1, -1.6], [-0.1, 1.0, -0.2], [0.5, 0.2, -1.0], [-0.9, 0.9, -0.1], [1.8, -1.1, 0.5], [-0.8, -0.2, 0.1], [-0.4, -0.4, 0.4], [0.7, 1.1, 0.3], [-0.8, -0.6, 1.8], [0.4, -0.6, -0.7], [-0.2, 1.0, -0.2], [0.3, -0.6, -0.5], [-0.8, -0.2, -0.2], [-0.3, -0.9, 0.0], [-0.2, 0.7, 0.5], [0.1, 0.1, 0.4], [0.4, -0.1, 0.8], [-0.3, -0.5, 0.6], [0.5, -0.6, 0.1], [-0.1, -0.5, 0.5], [-0.1, -0.1, -0.2], [0.0, 0.2, -0.3], [0.0, 0.9, -0.8], [0.3, 0.7, -0.5], [-0.6, 0.0, -0.7], [-0.3, -0.6, -0.2], [0.4, 0.5, -0.6], [0.4, 0.3, 0.8], [-0.5, -0.4, -0.1], [0.2, -0.1, 0.0], [0.1, -0.1, -0.1], [0.0, -0.1, 0.1], [0.0, 0.2, 0.0], [0.2, 0.8, 0.1], [0.0, 0.1, 0.1], [-0.1, 0.0, -0.1], [0.0, -0.2, 0.1], [0.2, 0.0, -0.1], [0.0, 0.1, 0.1], [0.0, 0.0, 0.0], [-0.5, -0.2, -0.2], [0.0, -0.2, 0.1], [0.2, 0.0, -0.1], [0.2, -0.1, 0.2], [0.0, 0.0, 0.0], [0.0, 0.0, -0.2], [-0.1, 0.2, 0.0], [-0.1, -0.1, 0.1], [0.2, 0.0, -0.1], [0.0, 0.0, 0.1], [-0.1, -0.2, 0.0], [-0.1, 0.1, -0.1], [0.0, 0.0, 0.2], [0.2, 0.0, 0.1], [0.0, 0.0, 0.0], [0.0, 0.0, -0.1], [-0.1, 0.2, 0.1], [-0.1, -0.1, 0.1]], "nbo_charge": [-0.6358, -0.0678, -0.4217, -0.3471, 0.2189, -0.1176, -0.5536, 0.1684, -0.8239, -0.1547, -0.5379, -0.0956, -0.6667, 0.2150, 0.2062, 0.2113, 0.2000, 0.1646, 0.3393, 0.1848, 0.1876, 0.2056, 0.1962, 0.3633, 0.3591, 0.1447, 0.1901, 0.1934, 0.2177, 0.2137, 0.2208, 0.0770, -0.2191, 0.0474, 0.0506, 0.0502, 0.0465, -0.2145, 0.0559, 0.0551, 0.0597, 0.0485, -0.2181, 0.0587, 0.0548, 0.0557, 0.0586, -0.2203, 0.0561, 0.0570, 0.0534, 0.0582, -0.2211, 0.0576, 0.0585, 0.0544, 0.0547, -0.2192, 0.0506, 0.0561, 0.0584]}



{"formula": "C13H18Cl24O4S", "method": "the ωB97M-V functional and the def2-TZVPD basis", "orbital_gap_ev": 9.55, "e_homo_ev": -9.51, "spin_multiplicity": 1, "relative_energy_kj_mol": 394.5, "elements": ["C", "C", "O", "C", "C", "O", "C", "O", "O", "S", "H", "H", "H", "H", "H", "H", "H", "H", "H", "H", "Cl", "C", "Cl", "Cl", "H", "Cl", "C", "Cl", "Cl", "H", "Cl", "C", "Cl", "Cl", "H", "Cl", "C", "Cl", "Cl", "H", "Cl", "C", "Cl", "Cl", "H", "Cl", "C", "Cl", "Cl", "H", "Cl", "C", "Cl", "Cl", "H", "Cl", "C", "Cl", "Cl", "H"], "positions_angstrom": [[2.3742, 0.9074, -1.2057], [1.8883, 2.4705, -1.1049], [0.6426, 2.7780, -1.8372], [-0.5245, 2.1505, -1.1978], [-1.9043, 3.0355, -1.2463], [-2.8806, 2.5944, -2.2622], [-3.7150, 1.4692, -1.7453], [-3.2819, 0.5116, -0.9204], [-5.1191, 1.3706, -2.2063], [-6.2125, 1.6830, -0.9285], [3.5560, 0.8939, -1.2199], [1.9915, 0.3528, -2.1885], [2.0327, 0.2824, -0.2545], [2.7504, 3.1665, -1.5421], [1.7945, 2.7582, 0.0492], [-0.7602, 1.1156, -1.7190], [-0.3025, 1.9339, -0.0462], [-1.7050, 4.2034, -1.3923], [-2.4378, 2.9232, -0.1857], [-5.8770, 0.9242, 0.2044], [2.3447, -2.5999, -1.9771], [3.5119, -2.8654, -0.6706], [5.0154, -1.9842, -0.9910], [2.8240, -2.3761, 0.8871], [3.7415, -3.9331, -0.6256], [-2.4670, -2.8732, -2.1739], [-1.3738, -2.0741, -3.3167], [-0.0901, -1.2126, -2.4510], [-0.6813, -3.2534, -4.4433], [-1.9502, -1.3453, -3.8923], [1.5431, -0.6601, 3.5148], [1.2938, -2.1367, 4.4619], [0.9983, -3.5188, 3.3932], [2.6890, -2.4472, 5.5089], [0.4134, -1.9958, 5.0941], [4.0855, -5.9182, 7.3305], [5.2844, -4.8713, 8.1092], [6.9134, -5.2477, 7.5226], [4.8993, -3.1655, 7.8243], [5.2549, -5.0558, 9.1862], [2.3330, 5.4518, 0.7886], [3.4262, 6.2509, -0.3542], [4.7099, 7.1124, 0.5115], [4.1187, 5.0716, -1.4808], [2.8498, 6.9797, -0.9298], [-10.4435, 0.2992, 2.4868], [-9.0649, -0.0926, 1.4450], [-9.5977, -0.3321, -0.2279], [-7.8382, 1.1830, 1.5305], [-8.6181, -1.0245, 1.8009], [9.9804, -0.4848, 0.0707], [9.2390, -1.7835, -0.8797], [8.5625, -3.0264, 0.1866], [7.9859, -1.1333, -1.9504], [10.0144, -2.2442, -1.4971], [-10.0966, 0.6646, -3.1930], [-8.8607, 0.0001, -4.2750], [-7.2409, 0.4713, -3.7329], [-8.9974, -1.7640, -4.3665], [-9.0220, 0.4104, -5.2752]], "forces_ev_per_angstrom": [[0.2, -0.2, 0.1], [1.1, -0.1, 0.3], [-0.1, -0.9, 1.9], [-0.6, -0.9, 0.4], [0.8, 0.5, 2.0], [-2.6, -3.0, 2.0], [2.1, -3.6, 3.2], [-2.4, 6.4, -5.2], [3.9, 0.7, 1.5], [0.0, 0.1, 0.7], [-2.4, 0.0, 0.0], [0.9, 1.5, 2.1], [0.6, 1.3, -2.1], [-2.4, -1.7, 0.8], [0.0, -0.6, -2.4], [0.5, 2.2, 1.2], [-0.4, 0.5, -2.4], [-0.4, -2.8, -0.1], [1.3, 0.2, -2.3], [0.5, 0.2, -1.8], [0.8, -0.5, 0.5], [0.1, -0.1, -0.1], [-0.2, -0.2, 0.1], [0.2, -0.1, -0.3], [-0.1, 0.4, 0.0], [0.1, 0.1, -0.2], [-0.2, 0.1, 0.0], [-1.0, 0.1, -0.4], [-0.1, 0.1, 0.1], [0.2, -0.3, 0.2], [-0.1, -0.1, 0.1], [0.0, 0.0, 0.1], [-0.1, 0.1, 0.3], [-0.3, 0.0, -0.2], [0.3, 0.0, -0.2], [0.1, 0.1, 0.1], [0.0, -0.1, 0.0], [-0.2, 0.0, 0.1], [0.1, -0.2, 0.2], [0.0, 0.1, -0.4], [0.1, 0.2, -0.1], [0.0, 0.1, 0.0], [-0.2, -0.1, -0.1], [0.2, 0.5, 0.1], [0.2, -0.3, 0.2], [0.2, -0.1, -0.1], [-0.2, -0.3, -0.2], [0.2, 0.0, 0.5], [-0.4, 0.1, 0.5], [-0.1, 0.4, -0.1], [-0.1, -0.2, -0.1], [0.0, 0.0, 0.0], [0.1, 0.1, -0.2], [0.3, 0.0, 0.0], [-0.3, 0.2, 0.2], [0.0, 0.0, -0.3], [0.2, 0.1, -0.1], [-0.5, -0.2, -0.4], [0.0, 0.2, 0.0], [0.0, -0.2, 0.4]], "nbo_charge": [-0.6882, -0.0880, -0.5631, -0.1157, -0.1049, -0.5161, 0.9856, -0.5900, -0.6744, 0.2807, 0.2274, 0.2255, 0.2184, 0.2072, 0.1695, 0.2136, 0.1855, 0.2259, 0.2003, 0.1368, 0.0182, -0.2855, 0.0089, 0.0115, 0.2298, 0.0231, -0.2784, 0.0295, 0.0125, 0.2314, 0.0147, -0.2829, 0.0211, 0.0191, 0.2306, 0.0195, -0.2812, 0.0190, 0.0177, 0.2312, 0.0168, -0.2792, 0.0203, 0.0256, 0.2334, 0.0220, -0.2813, 0.0317, 0.0155, 0.2335, 0.0182, -0.2811, 0.0197, 0.0194, 0.2310, 0.0141, -0.2828, 0.0342, 0.0129, 0.2303]}



| no. | maximum force (eV/Å) |
| --- | --- |
| 1 | 1.13 |
| 2 | 2.18 |
| 3 | 8.59 |